DFT (the ωB97M-V functional and the def2-TZVPD basis) results for C26H18F6NO10PPmS4 as an isolated structure.

Element x y z (Å)
1 Pm 0.425 0.291 -0.412
2 S -1.034 0.096 -5.186
3 S 1.794 -1.426 1.282
4 S 0.042 0.952 -3.008
5 S 3.165 0.981 -0.697
6 P -1.345 0.238 2.581
7 F -2.779 1.600 -6.577
8 F -0.726 2.149 -6.898
9 F -1.520 0.378 -7.811
10 F 2.230 2.354 -3.052
11 F 1.409 2.047 -4.985
12 F 2.531 0.461 -4.088
13 O 1.592 -2.389 2.335
14 O -2.089 -0.845 -5.035
15 O 1.304 -0.077 1.609
16 O 2.346 0.138 -1.576
17 O 1.242 -1.821 -0.013
18 O 0.281 -0.375 -5.473
19 O 4.199 1.723 -1.374
20 O -0.003 -0.418 -2.581
21 O -0.041 1.888 -1.905
22 O 2.265 1.800 0.126
23 N -1.018 1.276 -4.104
24 C -3.690 2.240 5.337
25 C -2.642 -0.291 4.966
26 C 4.383 -1.995 1.902
27 C -4.285 0.282 -0.916
28 C -2.610 0.258 1.246
29 C 4.102 -0.156 0.380
30 C -3.968 0.468 1.440
31 C -2.898 1.976 4.232
32 C 1.130 3.486 2.781
33 C -3.432 -0.029 6.073
34 C 6.301 -0.781 1.147
35 C 0.848 4.222 1.642
36 C 0.423 2.328 3.048
37 C -3.957 1.240 6.258
38 C -0.173 3.826 0.796
39 C -1.542 1.118 -6.696
40 C 5.479 0.021 0.374
41 C -4.813 0.487 0.345
42 C 5.752 -1.788 1.927
43 C -2.924 0.056 -1.089
44 C -0.589 1.896 2.195
45 C 3.565 -1.185 1.130
46 C -2.005 0.025 -0.019
47 C -0.905 2.676 1.068
48 C 1.673 1.421 -3.826
49 C -2.368 0.706 4.037
50 H 6.381 -2.401 2.557
51 H 7.367 -0.613 1.148
52 H -3.640 -0.807 6.794
53 H 5.875 0.808 -0.250
54 H -2.680 2.751 3.514
55 H -2.219 -1.274 4.816
56 H -5.873 0.658 0.475
57 H 1.420 5.108 1.418
58 H -4.575 1.450 7.121
59 H 1.909 3.808 3.454
60 H -0.429 4.421 -0.069
61 H -4.356 0.621 2.439
62 H 0.652 1.735 3.923
63 H -4.104 3.229 5.481
64 H -4.932 0.301 -1.782
65 H -2.569 -0.103 -2.103
66 H -1.779 2.452 0.457
67 H 3.904 -2.764 2.488

Strongest force on any atom in eV/A: 3.91
Charge: -1
Spin multiplicity: 5
Energy above the lowest of the compared OMol25 structures with the same formula, charge and spin in kJ/mol: 0.0
LUMO (spin up / spin down) in eV: 2.4 / 2.4